Density functional theory data (ωB97M-V/def2-TZVPD) for a structure of composition C33H26BrNO3S4V.

Output
<S²> ... 0.819
Gap between HOMO and LUMO (spin up / spin down) ... 6.14 / 7.34 eV
LUMO energy (spin up / spin down) ... -1.8 / -0.8 eV
Molar mass ... 743.69 Da

The geometry in ORCA input format:
```
! RIJCOSX wB97M-V def2-TZVPD def2/J DEFGRID3
* xyz 0 2
V 0.5192 0.5509 0.0835
S -0.0828 1.6850 1.9808
C 1.1680 1.8774 3.2035
C 1.1068 1.0801 4.3456
C 2.0329 1.2341 5.3629
C 3.0389 2.1844 5.2540
C 3.1083 2.9820 4.1238
C 2.1775 2.8382 3.0990
S 2.2610 3.9259 1.7017
C 2.9873 2.8085 0.4487
C 2.2604 2.9572 -0.8508
C 2.8606 3.6914 -1.8572
C 2.1749 3.9416 -3.0340
C 0.8844 3.4778 -3.1413
C 0.3381 2.7061 -2.1195
C -1.0637 2.2122 -2.3077
S -1.1318 0.5511 -3.0958
C 0.4111 0.5347 -3.9624
C 0.4165 0.8708 -5.3140
C 1.5865 0.8493 -6.0528
C 2.7728 0.4824 -5.4312
C 2.7760 0.1475 -4.0894
C 1.6018 0.1617 -3.3241
S 1.8179 -0.3972 -1.6555
N 1.0328 2.4130 -1.0044
H 0.3198 0.3410 4.4213
H 1.9691 0.6071 6.2432
H 3.7665 2.3071 6.0454
H 3.8814 3.7325 4.0247
H 2.9886 1.7848 0.8176
H 4.0249 3.1028 0.3030
H 3.8557 4.0809 -1.6974
H 2.6349 4.5009 -3.8377
H 0.2870 3.6702 -4.0207
H -1.5918 2.9311 -2.9306
H -1.5879 2.1280 -1.3598
H -0.5214 1.1503 -5.7770
H 1.5715 1.1106 -7.1029
H 3.6979 0.4531 -5.9926
H 3.7008 -0.1397 -3.6058
O -0.3560 -1.8310 0.4317
C -1.7478 -1.8697 0.7089
C -2.2120 -0.4311 0.4204
O -3.3158 -0.0138 0.6308
O -1.2656 0.3133 -0.1192
C -2.0220 -2.1545 2.1833
C -3.2922 -2.5449 2.5909
C -3.5534 -2.7656 3.9342
C -2.5480 -2.6044 4.8769
C -1.2816 -2.2118 4.4710
C -1.0171 -1.9776 3.1283
C -2.4351 -2.8682 -0.2164
C -3.3042 -2.4950 -1.2319
C -3.8501 -3.4587 -2.0711
C -3.5318 -4.7963 -1.9031
C -2.6657 -5.1749 -0.8860
C -2.1266 -4.2159 -0.0456
H 0.0723 -2.6836 0.5776
H -4.0774 -2.6723 1.8569
H -4.5453 -3.0671 4.2453
H -2.7527 -2.7836 5.9245
H -0.4928 -2.0837 5.2023
H -0.0338 -1.6479 2.8166
H -3.5675 -1.4564 -1.3779
H -4.5266 -3.1565 -2.8600
H -3.9587 -5.5441 -2.5588
H -2.4176 -6.2186 -0.7427
H -1.4750 -4.5191 0.7674
Br 2.2476 -0.5936 1.3514
*
```

Density functional theory data (ωB97M-V/def2-TZVPD) for a structure of composition C33H26Co2NO7 in a non-equilibrium geometry.

Output
Gap between HOMO and LUMO ... 6.58 eV
LUMO energy ... 2.3 eV
Molar mass ... 666.44 Da

The geometry in ORCA input format:
```
! RIJCOSX wB97M-V def2-TZVPD def2/J DEFGRID3
* xyz -1 1
C 4.1824 -1.7156 -2.9668
C 3.1171 -2.3810 -3.5981
C 2.0225 -2.8089 -2.8551
C 1.9243 -2.5150 -1.4759
C 0.7192 -2.7417 -0.7130
C -0.5656 -2.6344 -1.2174
N -1.6521 -3.0938 -0.5121
C -1.3761 -3.6627 0.8061
C -2.6158 -4.2463 1.4827
O -3.7868 -3.4471 1.2984
C -4.0865 -3.2614 -0.0875
C -2.9682 -2.5289 -0.8183
C -0.8261 -1.9908 -2.5305
C -0.3772 -0.6848 -2.7725
C -0.6078 -0.0778 -4.0066
C -1.2659 -0.7786 -5.0244
C -1.7086 -2.0850 -4.7944
C -1.5067 -2.6863 -3.5478
C 3.0676 -1.9871 -0.8285
C 4.1553 -1.5413 -1.5728
H 5.0312 -1.3620 -3.5535
H 3.1479 -2.5627 -4.6738
H 1.2044 -3.3465 -3.3384
H 0.8573 -3.0059 0.3292
H -0.6335 -4.4651 0.6926
H -0.9527 -2.8943 1.4836
H -2.7884 -5.2739 1.1078
H -2.4756 -4.2619 2.5734
H -4.2736 -4.2311 -0.5902
H -5.0027 -2.6534 -0.0979
H -3.0029 -1.4529 -0.5449
H -3.1619 -2.5993 -1.8926
H 0.1546 -0.1562 -1.9778
H -0.2676 0.9461 -4.1703
H -1.4327 -0.3076 -5.9944
H -2.2151 -2.6478 -5.5796
H -1.8624 -3.7044 -3.3600
H 3.0633 -1.8967 0.2583
H 4.9957 -1.0604 -1.0716
O -2.2585 3.9170 0.1022
C -1.1151 4.0367 0.2560
Co 0.5940 4.0919 0.5171
C 1.0063 3.8534 -1.1751
O 1.2098 3.6425 -2.2955
C 0.9305 5.7602 0.9556
O 1.1297 6.8599 1.2660
C 0.7155 2.7514 2.1267
C -0.2185 3.0189 3.2156
C -0.2932 4.3050 3.7933
C -1.3787 4.6423 4.6021
C -2.3705 3.6927 4.8686
C -2.2030 2.3662 4.4562
C -1.1039 2.0139 3.6713
C 1.1468 1.5336 1.5501
C 0.7221 0.3920 0.9846
Co 2.4936 2.6243 1.9447
C 3.0735 4.1653 2.6848
O 3.5214 5.1410 3.1092
C 3.3282 2.7893 0.3847
O 3.9715 2.8805 -0.5732
C 3.5476 1.4573 2.7855
O 4.3262 0.7834 3.3227
H 0.4845 5.0397 3.5566
H -1.4496 5.6534 5.0071
H -3.2617 3.9866 5.4239
H -2.9367 1.6092 4.7343
H -0.9521 0.9783 3.3508
H 1.4502 -0.3749 0.7246
H -0.3401 0.1934 0.7841
*
```

Density functional theory data (ωB97M-V/def2-TZVPD) for a structure of composition C33H26F5MoN5OSSi.

Output
<S²> ... 2.030
Gap between HOMO and LUMO (spin up / spin down) ... 6.23 / 5.82 eV
LUMO energy (spin up / spin down) ... -6.6 / -6.9 eV
Molar mass ... 759.69 Da

The geometry in ORCA input format:
```
! RIJCOSX wB97M-V def2-TZVPD def2/J DEFGRID3
* xyz 2 3
Mo 0.2162 0.1190 0.2066
C -2.0241 3.8254 1.1229
C -1.3187 2.6822 0.4743
N -0.9534 1.6167 1.1232
N -1.2666 1.5002 2.4578
C -1.4237 0.2450 2.9345
N -1.8311 0.0937 4.1916
S -1.1624 -1.0593 1.8900
C -1.0277 2.6041 -0.9543
C -1.2808 3.6313 -1.8535
C -1.0408 3.4254 -3.2002
C -0.5499 2.1958 -3.6161
C -0.2940 1.2247 -2.6701
N -0.5230 1.4113 -1.3610
H -1.3642 4.3568 1.8141
H -2.3823 4.5445 0.3951
H -2.8959 3.4690 1.6772
H -1.5470 2.3216 2.9741
H -2.1926 0.8536 4.7460
H -1.9655 -0.8413 4.5422
H -1.6592 4.5828 -1.5124
H -1.2367 4.2133 -3.9143
H -0.3598 1.9872 -4.6593
H 0.1036 0.2579 -2.9543
N 1.6997 -0.0945 1.8084
C 2.5075 -0.1884 2.6229
C 3.5052 -0.3166 3.6317
C 3.1428 -0.1872 4.9750
C 4.1140 -0.3202 5.9485
C 5.4303 -0.5791 5.5845
C 5.7864 -0.7087 4.2474
C 4.8268 -0.5789 3.2616
H 2.1136 0.0104 5.2427
H 3.8488 -0.2245 6.9920
H 6.1861 -0.6829 6.3512
H 6.8124 -0.9135 3.9767
H 5.0884 -0.6849 2.2175
F 6.1934 -0.0698 -2.8021
C 4.8817 0.1548 -2.9152
C 4.4038 1.5561 -2.7258
F 4.9768 2.5554 -3.3208
C 3.2865 1.6103 -1.9812
F 2.5504 2.6730 -1.7169
C 2.8650 0.2807 -1.5819
O 1.8685 0.0106 -0.9257
C 3.8293 -0.7050 -2.1670
F 4.1792 -1.7362 -1.3836
C 3.9802 -0.7601 -3.6304
F 3.0950 -0.4832 -4.5518
C 1.7445 -3.4526 -4.4722
C 0.5517 -2.8328 -4.8160
C -0.2452 -2.2671 -3.8296
C 0.1360 -2.3035 -2.4835
C 1.3477 -2.9225 -2.1607
C 2.1427 -3.4977 -3.1423
Si -1.0498 -1.6686 -1.1749
C -1.8647 -3.0796 -0.2785
C -1.1454 -4.2045 0.1321
C -1.7736 -5.2404 0.8084
C -3.1326 -5.1675 1.0791
C -3.8650 -4.0601 0.6707
C -3.2337 -3.0237 0.0013
H 2.3585 -3.9092 -5.2374
H 0.2339 -2.8039 -5.8499
H -1.1880 -1.8099 -4.1119
H 1.6788 -2.9696 -1.1274
H 3.0675 -3.9900 -2.8689
H -2.1111 -0.8799 -1.8548
H -0.0890 -4.2896 -0.0944
H -1.2066 -6.1104 1.1121
H -3.6249 -5.9802 1.5964
H -4.9284 -4.0126 0.8642
H -3.8170 -2.1680 -0.3214
*
```

Density functional theory data (ωB97M-V/def2-TZVPD) for a structure of composition C33H27AuIN5O2P in a non-equilibrium geometry.

Output
Gap between HOMO and LUMO ... 2.65 eV
LUMO energy ... -12.2 eV
Molar mass ... 880.46 Da

The geometry in ORCA input format:
```
! RIJCOSX wB97M-V def2-TZVPD def2/J DEFGRID3
* xyz 3 1
Au -1.8725 -1.1367 0.2540
I -3.0042 -0.7662 3.0706
C -2.1021 1.0293 3.6385
C -1.8212 1.0345 4.9886
C -1.4967 2.2177 5.6598
C -1.5285 3.3884 4.9606
C -1.8054 3.4121 3.5722
C -1.8858 4.6770 2.9498
C -2.1682 4.7991 1.6181
C -2.2669 3.6340 0.8603
C -2.1275 2.3641 1.4146
P -1.7594 1.3025 -0.0226
C -3.0826 1.5450 -1.2446
C -4.4432 1.4373 -0.6264
C -5.5729 1.1765 -1.5521
C -5.3992 1.1797 -2.9027
C -4.1019 1.3113 -3.4063
C -2.9409 1.4331 -2.5810
C -0.1750 1.8389 -0.6455
C 0.9370 1.4832 0.1241
C 2.1966 1.9172 -0.2462
C 2.3583 2.6839 -1.3942
C 1.2511 3.0550 -2.1490
C -0.0188 2.6465 -1.7760
C -2.0182 2.1998 2.8328
H -1.8985 0.1147 5.5532
H -1.2785 2.1971 6.7183
H -1.3421 4.3314 5.4594
H -1.7383 5.5590 3.5611
H -2.2645 5.7670 1.1449
H -2.3851 3.7550 -0.2137
H -4.6958 2.3742 -0.0942
H -6.5462 1.0149 -1.0986
H -6.2327 1.0356 -3.5774
H -3.9598 1.2719 -4.4826
H -1.9646 1.4030 -3.0491
H 0.8103 0.8888 1.0256
H 3.0557 1.6667 0.3632
H 3.3453 3.0073 -1.6969
H 1.3711 3.6832 -3.0217
H -0.8685 3.0091 -2.3416
C 1.5853 -1.5797 -0.8915
C 1.0423 -2.2584 0.3111
N -0.2146 -2.1934 0.7719
C -0.3269 -3.1022 1.8309
C 0.8690 -3.6996 1.9878
N 1.7085 -3.1615 1.0347
C 3.1254 -3.5459 0.8685
N 3.3319 -4.2042 -0.3722
N 2.7561 -5.4349 -0.5778
N 3.1063 -5.8658 -1.7192
C 3.9503 -4.9332 -2.3103
C 4.6017 -4.9581 -3.5438
C 5.4078 -3.8878 -3.8531
C 5.5705 -2.8086 -2.9632
C 4.9352 -2.7701 -1.7389
C 4.1131 -3.8566 -1.4418
H 0.8428 -0.8978 -1.3013
H 1.8383 -2.3200 -1.6528
H 2.4933 -1.0194 -0.6664
H -1.2429 -3.2682 2.3664
H 1.1836 -4.4794 2.6614
H 3.3614 -4.2054 1.7001
H 3.7670 -2.6703 0.9162
H 4.4706 -5.7876 -4.2257
H 5.9431 -3.8770 -4.7924
H 6.2294 -1.9957 -3.2396
H 5.1261 -1.9672 -1.0353
O -3.7825 -0.6646 -0.1914
O -4.3521 0.4704 0.4203
*
```

Density functional theory data (ωB97M-V/def2-TZVPD) for a structure of composition C33H27BClN8O2Pt in a non-equilibrium geometry.

Output
<S²> ... 0.780
Gap between HOMO and LUMO (spin up / spin down) ... 6.84 / 6.28 eV
LUMO energy (spin up / spin down) ... -0.8 / -1.8 eV
Molar mass ... 808.98 Da

The geometry in ORCA input format:
```
! RIJCOSX wB97M-V def2-TZVPD def2/J DEFGRID3
* xyz 0 2
Pt -0.6528 0.4182 -0.4432
C -3.5193 3.6082 -1.5718
C -2.3681 2.8574 -1.8328
N -1.9711 2.2351 -0.7332
N -2.8181 2.5707 0.2539
C -3.7775 3.3848 -0.2365
B -2.6166 2.0330 1.7031
N -1.1527 2.2892 2.1528
C -0.6580 3.1013 3.1151
C 0.7160 3.0261 3.0652
C 0.9812 2.1199 2.0255
N -0.1527 1.6788 1.5034
N -2.8496 0.4935 1.6178
C -3.5008 -0.3444 2.4401
C -3.5014 -1.6067 1.8790
C -2.8033 -1.4644 0.6848
N -2.4113 -0.2030 0.5250
N -3.5375 2.7952 2.6492
C -3.6154 4.1506 2.7285
C -4.5123 4.4665 3.7136
C -4.9432 3.2153 4.1989
N -4.3552 2.2200 3.5612
H -4.0838 4.2180 -2.2557
H -1.8166 2.7433 -2.7524
H -4.5775 3.7491 0.3848
H -1.3024 3.6743 3.7606
H 1.4243 3.5469 3.6871
H 1.9250 1.7865 1.6229
H -3.9277 0.0269 3.3560
H -3.9654 -2.4933 2.2755
H -2.5745 -2.2024 -0.0669
H -3.0241 4.7840 2.0859
H -4.8203 5.4483 4.0315
H -5.6575 2.9988 4.9783
C 4.2499 -3.8707 0.2233
C 3.6511 -3.5380 -0.9864
C 2.4349 -2.8791 -1.0094
C 1.7841 -2.5607 0.1876
C 2.4037 -2.8858 1.3991
C 3.6227 -3.5412 1.4174
C 0.4725 -1.9186 0.2388
C -0.3124 -1.5626 -0.8042
C -0.5947 -2.1956 -2.0722
C -0.5732 -3.6025 -2.1358
C -0.8189 -4.2650 -3.3226
C -1.1206 -3.5418 -4.4696
C -1.1941 -2.1547 -4.4157
C -0.9442 -1.4883 -3.2316
H 5.2084 -4.3736 0.2338
H 4.1362 -3.7891 -1.9211
H 2.0013 -2.5886 -1.9585
H 1.9152 -2.6239 2.3314
H 4.0864 -3.7911 2.3630
H 0.1243 -1.6542 1.2364
H -0.3407 -4.1623 -1.2363
H -0.7791 -5.3463 -3.3540
H -1.3026 -4.0592 -5.4031
H -1.4469 -1.5933 -5.3056
H -0.9561 -0.4135 -3.1831
Cl 7.8682 0.1195 -0.6965
C 6.1591 0.1706 -1.0160
C 5.2686 0.0974 0.0433
C 3.9079 0.1345 -0.2182
C 3.4407 0.2431 -1.5226
C 4.3486 0.2960 -2.5715
C 5.7126 0.2659 -2.3235
C 1.9659 0.3052 -1.8172
O 1.5332 -0.1613 -2.8593
O 1.2782 0.8797 -0.8768
H 5.6367 0.0152 1.0570
H 3.1972 0.0466 0.5941
H 3.9721 0.3505 -3.5848
H 6.4242 0.3115 -3.1369
*
```

Density functional theory data (ωB97M-V/def2-TZVPD) for a cluster of 5 separate species, C33H27BFNO21S in total in a non-equilibrium geometry.

Output
Structure (SMILES) ... CCB(O)N(OC(=O)c1ccccc1)S(=O)(=O)F.O=C1C=C(O)C(=O)C=C1O.O=C1C=C(O)C(=O)C=C1O.O=C1C=C(O)C(=O)C=C1O.O=C1C=C(O)C(=O)C=C1O
Gap between HOMO and LUMO ... 7.57 eV
LUMO energy ... -1.8 eV
Molar mass ... 835.44 Da

The geometry in ORCA input format:
```
! RIJCOSX wB97M-V def2-TZVPD def2/J DEFGRID3
* xyz 0 1
C 1.8263 -2.3877 2.4766
C 2.7077 -1.4974 1.5444
B 2.5485 0.0274 1.9189
O 3.6411 0.8107 2.1998
N 1.1210 0.5564 1.9056
O 0.9106 0.9822 0.5683
C -0.0057 0.1811 -0.1226
O -0.0811 0.3656 -1.3156
C -0.8772 -0.8323 0.5574
C -0.9432 -2.0598 -0.0538
C -1.7430 -3.0509 0.4601
C -2.4652 -2.7545 1.5882
C -2.3992 -1.5403 2.2177
C -1.5951 -0.5590 1.6932
S 0.8358 1.8286 2.9467
O 0.9076 1.3046 4.2582
O -0.4391 2.4106 2.7038
F 1.8772 2.9748 2.7512
H 1.5424 -1.8942 3.4081
H 0.9496 -2.7571 1.9433
H 2.4185 -3.2685 2.7445
H 2.3334 -1.6293 0.5160
H 3.7653 -1.7665 1.5308
H 4.1414 0.8976 1.3762
H -0.3626 -2.2424 -0.9462
H -1.8024 -4.0148 -0.0140
H -3.1316 -3.5042 2.0072
H -2.9900 -1.3226 3.0987
H -1.5549 0.4038 2.1884
C -4.5111 -5.1549 -2.8471
C -5.2402 -5.1409 -3.9706
C -6.3041 -4.1076 -4.2072
O -6.9180 -4.1385 -5.2561
C -6.5491 -3.1225 -3.1644
C -5.8218 -3.1388 -2.0398
C -4.7419 -4.1551 -1.8154
O -4.1050 -4.1049 -0.7798
O -6.0087 -2.2602 -1.0583
O -5.0693 -6.0335 -4.9410
H -3.7422 -5.8931 -2.6660
H -7.3282 -2.3940 -3.3385
H -5.3563 -2.4860 -0.3677
H -5.7157 -5.7996 -5.6345
C -1.4214 5.2925 1.2262
C -1.3483 4.8906 -0.0469
C -1.6955 5.8019 -1.1866
O -1.5885 5.3818 -2.3232
C -2.1544 7.1482 -0.8724
C -2.2375 7.5482 0.4025
C -1.8611 6.6432 1.5400
O -1.9392 7.0764 2.6745
O -2.6544 8.7669 0.7418
O -0.9686 3.6598 -0.3690
H -1.1691 4.6415 2.0517
H -2.4201 7.7917 -1.6992
H -2.6173 8.7964 1.7168
H -0.9858 3.6191 -1.3442
C 5.8636 5.7372 1.2515
C 4.9513 4.9561 1.8427
C 4.6467 5.0687 3.3081
O 3.7936 4.3413 3.7758
C 5.3949 6.0411 4.0934
C 6.3094 6.8197 3.5026
C 6.5940 6.7257 2.0322
O 7.4243 7.4738 1.5521
O 7.0204 7.7222 4.1769
O 4.2588 4.0340 1.1744
H 6.0898 5.6667 0.1969
H 5.1797 6.1013 5.1509
H 7.6026 8.1468 3.5190
H 3.6708 3.6142 1.8324
C -0.4462 -5.7239 -3.3339
C 0.0164 -6.6605 -4.1731
C 1.3939 -7.2404 -4.0245
O 1.7486 -8.1004 -4.8062
C 2.2390 -6.7375 -2.9502
C 1.7758 -5.7997 -2.1152
C 0.3905 -5.2410 -2.2489
O 0.0228 -4.4017 -1.4452
O 2.5102 -5.3068 -1.1187
O -0.7091 -7.1323 -5.1809
H -1.4360 -5.2995 -3.4296
H 3.2343 -7.1494 -2.8627
H 1.9441 -4.6517 -0.6688
H -0.1474 -7.7944 -5.6276
*
```

Q: Which of these has the lowest molar mass?
A: C33H26Co2NO7